Record 1
DFT (wB97M-V/def2-TZVPD) results for the molecule C4H7NO in a non-equilibrium geometry.

The geometry in XYZ format:
```
13
Properties=species:S:1:pos:R:3
C -1.73 0.37 -0.03
N -0.33 0.14 -0.06
C 0.25 -1.14 0.07
C 1.78 -0.06 0.10
C 0.73 0.97 -0.17
O 0.74 2.14 -0.51
H -2.13 -0.57 0.36
H -1.98 1.25 0.58
H -2.13 0.49 -1.03
H 0.28 -1.82 -0.78
H -0.24 -1.67 0.94
H 2.02 -0.38 1.09
H 2.75 0.20 -0.41
```

Properties
**E**: -286.5287 a.u.
**HOMO level**: -9.3 eV
**LUMO energy**: 0.0286 Ha
**ΔE to the lowest compared entry with this formula, charge and spin**: 2.800 eV
**HOMO-LUMO gap**: 10.0 eV


Record 2
DFT (wB97M-V/def2-TZVPD) results for a structure of composition C10H7FN2 in a non-equilibrium geometry.

The geometry in XYZ format:
```
20
Properties=species:S:1:pos:R:3
C -1.65 -1.67 -0.85
C 3.23 0.11 0.30
C 2.85 0.08 -1.00
C 2.30 0.02 1.40
C 1.45 -0.06 -1.17
C 0.58 -0.16 -0.09
C -2.83 1.20 0.48
C -2.43 0.91 -0.82
C -2.25 -0.14 1.06
C -1.96 -0.38 -0.42
N -1.37 -2.79 -0.89
N 1.05 -0.08 1.13
F 0.98 -0.01 -2.44
H 4.33 0.21 0.50
H 3.42 0.11 -1.97
H 2.65 0.06 2.42
H -3.43 1.95 0.80
H -2.32 1.35 -1.72
H -1.60 0.19 1.88
H -3.00 -0.90 1.42
```

Properties
**E**: -594.4037 a.u.
**HOMO level (spin up / spin down)**: -8.1 / -8.7 eV
**LUMO energy (spin up / spin down)**: -0.0204 / -0.0267 Ha
**ΔE to the lowest compared entry with this formula, charge and spin**: 4.068 eV
**HOMO-LUMO gap (spin up / spin down)**: 7.5 / 8.0 eV


Record 3
DFT (wB97M-V/def2-TZVPD) results for the molecule C22H24FN3O3.

The geometry in XYZ format:
```
53
Properties=species:S:1:pos:R:3
C 2.81 1.36 4.52
O 1.89 2.12 3.78
C 1.72 1.85 2.46
C 0.82 2.67 1.77
C 0.57 2.47 0.43
C 1.21 1.44 -0.26
N 0.93 1.20 -1.62
C 1.13 -0.13 -2.18
C 0.33 -0.14 -3.49
C -0.89 -1.06 -3.33
O -0.82 -2.17 -3.82
N -1.98 -0.69 -2.61
C -2.24 0.52 -1.87
C -2.31 0.20 -0.35
N -1.70 -1.09 -0.14
C -0.89 -1.35 0.96
C 0.07 -2.37 0.89
C 0.92 -2.64 1.94
C 0.86 -1.90 3.11
C -0.08 -0.88 3.21
C -0.93 -0.63 2.16
F -1.86 0.34 2.35
C -2.45 -2.17 -0.75
C -2.87 -1.75 -2.18
C 0.15 1.34 -3.82
C 0.43 2.09 -2.51
O 0.23 3.27 -2.33
C 2.10 0.63 0.42
C 2.36 0.83 1.77
H 2.53 0.30 4.54
H 2.79 1.75 5.53
H 3.82 1.46 4.11
H 0.33 3.45 2.31
H -0.11 3.12 -0.09
H 2.20 -0.30 -2.38
H 0.79 -0.89 -1.47
H 0.91 -0.64 -4.27
H -1.49 1.27 -2.05
H -3.21 0.91 -2.20
H -3.35 0.21 0.00
H -1.75 0.96 0.19
H 0.15 -2.95 -0.02
H 1.65 -3.43 1.84
H 1.52 -2.11 3.93
H -0.17 -0.29 4.10
H -3.35 -2.42 -0.16
H -1.83 -3.06 -0.80
H -2.79 -2.58 -2.87
H -3.89 -1.36 -2.19
H 0.89 1.67 -4.55
H -0.83 1.60 -4.21
H 2.62 -0.17 -0.08
H 3.06 0.17 2.26
```

Properties
**E**: -1342.6070 a.u.
**HOMO level**: -7.9 eV
**LUMO energy**: 0.0261 Ha
**ΔE to the lowest compared entry with this formula, charge and spin**: 1.932 eV
**HOMO-LUMO gap**: 8.6 eV


Record 4
DFT (wB97M-V/def2-TZVPD) results for the molecule C18H16O4.

The geometry in XYZ format:
```
38
Properties=species:S:1:pos:R:3
C -6.08 -0.21 1.49
C -5.42 -0.92 0.32
O -4.90 -0.03 -0.66
C -3.70 0.62 -0.32
C -2.47 -0.27 -0.55
O -1.31 0.52 -0.29
C -0.15 0.06 -0.77
O -0.06 -0.98 -1.38
C 0.96 1.00 -0.49
C 0.65 2.37 -0.47
C 1.61 3.34 -0.24
C 2.93 2.97 -0.02
C 3.24 1.63 -0.03
C 2.28 0.62 -0.27
C 2.96 -0.68 -0.18
C 2.51 -1.98 -0.32
C 3.42 -3.02 -0.16
C 4.75 -2.79 0.13
C 5.22 -1.49 0.26
C 4.32 -0.45 0.11
C 4.57 1.00 0.21
O 5.62 1.57 0.43
H -6.83 0.50 1.13
H -5.36 0.33 2.09
H -6.57 -0.94 2.13
H -4.64 -1.60 0.68
H -6.17 -1.50 -0.23
H -3.64 1.48 -0.99
H -3.70 0.98 0.71
H -2.45 -0.64 -1.58
H -2.47 -1.13 0.13
H -0.37 2.67 -0.63
H 1.33 4.38 -0.24
H 3.70 3.70 0.16
H 1.48 -2.19 -0.57
H 3.07 -4.04 -0.27
H 5.43 -3.62 0.24
H 6.25 -1.28 0.48
```

Properties
**E**: -996.4836 a.u.
**HOMO level**: -8.8 eV
**LUMO energy**: -0.0231 Ha
**ΔE to the lowest compared entry with this formula, charge and spin**: 0.807 eV
**HOMO-LUMO gap**: 8.2 eV


Record 5
DFT (wB97M-V/def2-TZVPD) results for a cluster of 2 separate species, C5H12Si in total in a non-equilibrium geometry.

The geometry in XYZ format:
```
18
Properties=species:S:1:pos:R:3
C 2.33 1.98 0.18
C 1.85 1.09 -1.06
Si 0.78 -0.33 -0.85
C 0.98 -1.38 0.72
H 3.22 1.57 0.45
H 1.58 2.05 0.94
H 2.46 3.02 -0.17
H 1.82 1.66 -1.95
H 0.00 -1.21 -1.70
H 0.75 -0.89 1.61
H 0.26 -2.34 0.57
H 2.04 -1.85 0.92
C -3.29 -1.10 0.23
C -2.74 0.02 -0.09
H -4.33 -1.16 0.58
H -2.73 -2.08 0.32
H -3.25 0.95 -0.39
H -1.72 -0.02 -0.32
```

Properties
**E**: -487.0453 a.u.
**HOMO level**: -7.9 eV
**LUMO energy**: 0.0184 Ha
**ΔE to the lowest compared entry with this formula, charge and spin**: 3.552 eV
**HOMO-LUMO gap**: 8.4 eV


Record 6
DFT (wB97M-V/def2-TZVPD) results for the molecule C4H4N2O2 in a non-equilibrium geometry.

The geometry in XYZ format:
```
12
Properties=species:S:1:pos:R:3
O 3.10 -0.51 -0.08
C 1.97 -0.09 0.01
O 1.38 1.16 -0.02
C -0.05 0.74 0.29
C -1.35 0.87 -0.25
N -1.87 -0.34 -0.19
N -0.75 -1.23 0.41
C 0.37 -0.61 -0.17
H 0.08 1.09 1.47
H -2.12 1.75 -0.22
H -1.16 -1.97 -0.06
H 0.40 -0.85 -1.20
```

Properties
**E**: -414.6030 a.u.
**HOMO level**: -10.1 eV
**LUMO energy**: 0.0014 Ha
**ΔE to the lowest compared entry with this formula, charge and spin**: 6.618 eV
**HOMO-LUMO gap**: 10.1 eV


Question: What is the formula in the third record?
Answer: C22H24FN3O3